No. 1
C18H50N4O6 | the ωB97M-V functional and the def2-TZVPD basis

Calculated values
**E_HOMO**: -9.22 eV
**ΔE to the lowest compared entry with this formula, charge and spin**: 2.2468 eV
**Maximum force**: 1.85 eV/Å
**LUMO energy**: 0.02399 hartree
**E_tot**: -1386.1825 a.u.
**SMILES**: COC[C@H](C)N.COC[C@H](C)N.COC[C@H](C)N.COC[C@H](C)N.OCCO
**Orbital gap**: 9.88 eV

CARTESIAN COORDINATES (ANGSTROEM)
C1 -4.29 2.69 -0.15
O1 -4.10 1.89 0.98
C2 -3.60 0.61 0.64
C3 -3.33 -0.18 1.91
C4 -4.48 -0.04 2.91
N1 -2.05 0.32 2.47
H1 -4.74 2.12 -0.97
H2 -3.36 3.15 -0.52
H3 -4.97 3.52 0.08
H4 -4.33 0.07 0.02
H5 -2.67 0.75 0.08
H6 -3.20 -1.23 1.66
H7 -4.17 -0.46 3.87
H8 -5.37 -0.56 2.53
H9 -4.76 1.00 3.04
H10 -1.81 -0.23 3.29
H11 -2.28 1.22 2.91
C5 0.90 6.32 -1.84
O2 0.71 5.68 -3.06
C6 0.79 4.26 -3.00
C7 -0.14 3.58 -2.01
C8 0.04 2.06 -2.08
N2 -1.55 3.91 -2.24
H12 0.93 7.40 -1.96
H13 1.90 6.08 -1.43
H14 0.16 6.07 -1.08
H15 0.52 3.94 -4.01
H16 1.85 3.98 -2.84
H17 0.18 3.89 -1.01
H18 1.07 1.77 -1.89
H19 -0.21 1.75 -3.11
H20 -0.71 1.57 -1.47
H21 -1.79 3.48 -3.13
H22 -1.65 4.91 -2.37
C9 2.62 -2.21 -2.79
O3 2.28 -3.18 -1.83
C10 3.36 -3.60 -1.06
C11 2.99 -4.80 -0.22
C12 1.98 -4.43 0.85
N3 4.18 -5.34 0.40
H23 1.72 -2.00 -3.35
H24 3.37 -2.61 -3.49
H25 3.01 -1.29 -2.34
H26 4.18 -3.89 -1.75
H27 3.80 -2.79 -0.45
H28 2.49 -5.50 -0.91
H29 1.82 -5.32 1.48
H30 1.02 -4.15 0.44
H31 2.44 -3.68 1.49
H32 3.99 -6.23 0.86
H33 4.92 -5.54 -0.27
C13 1.10 -0.18 5.27
O4 0.94 -0.57 3.91
C14 1.87 0.06 3.05
C15 1.70 -0.52 1.66
C16 2.90 -0.41 0.76
N4 0.49 -0.01 0.96
H34 1.55 0.82 5.33
H35 1.67 -0.93 5.80
H36 0.11 -0.06 5.70
H37 1.70 1.15 3.04
H38 2.89 -0.15 3.41
H39 1.42 -1.57 1.78
H40 3.38 0.58 0.88
H41 2.62 -0.58 -0.28
H42 3.76 -1.03 1.04
H43 -0.31 -0.07 1.61
H44 0.60 0.99 0.80
O5 -3.42 -0.98 -2.29
C17 -2.37 -1.90 -2.47
C18 -1.40 -2.02 -1.31
O6 -0.38 -1.04 -1.47
H45 -3.03 -0.11 -2.19
H46 -2.81 -2.88 -2.66
H47 -1.74 -1.71 -3.35
H48 -1.01 -3.05 -1.29
H49 -1.90 -1.77 -0.36
H50 -0.01 -0.76 -0.60


No. 2
C18H51N3O6 | the ωB97M-V functional and the def2-TZVPD basis

Calculated values
**E_HOMO**: -8.84 eV
**ΔE to the lowest compared entry with this formula, charge and spin**: 0.3540 eV
**Maximum force**: 2.42 eV/Å
**LUMO energy**: 0.02182 hartree
**E_tot**: -1332.0009 a.u.
**SMILES**: COC[C@H](C)N.COC[C@H](C)N.COC[C@H](C)N.CCO.CCO.CCO
**Orbital gap**: 9.44 eV

CARTESIAN COORDINATES (ANGSTROEM)
C1 -27.12 16.80 -7.39
O1 -27.81 16.04 -6.45
C2 -27.26 14.77 -6.18
C3 -27.93 13.94 -5.10
C4 -29.39 13.61 -5.49
N1 -27.99 14.74 -3.86
H1 -27.18 16.45 -8.42
H2 -26.08 16.93 -7.05
H3 -27.61 17.78 -7.41
H4 -27.14 14.22 -7.13
H5 -26.21 14.91 -5.89
H6 -27.43 13.00 -4.91
H7 -29.42 12.81 -6.24
H8 -29.87 14.49 -5.92
H9 -29.91 13.20 -4.63
H10 -28.23 15.70 -4.11
H11 -27.04 14.88 -3.52
C5 -17.29 18.85 -11.54
O2 -18.58 19.14 -10.98
C6 -18.97 20.49 -11.18
C7 -20.24 20.79 -10.39
C8 -20.04 20.50 -8.90
N2 -21.31 19.90 -10.90
H12 -16.51 18.84 -10.78
H13 -17.11 19.59 -12.32
H14 -17.37 17.87 -12.03
H15 -18.16 21.18 -10.91
H16 -19.09 20.66 -12.26
H17 -20.51 21.82 -10.62
H18 -19.41 21.30 -8.48
H19 -19.55 19.54 -8.79
H20 -20.96 20.50 -8.32
H21 -22.06 19.92 -10.23
H22 -20.94 18.95 -10.92
C9 -19.32 12.54 -9.43
O3 -18.76 13.84 -9.54
C10 -18.93 14.54 -8.31
C11 -18.67 16.02 -8.54
C12 -18.60 16.83 -7.25
N3 -19.68 16.60 -9.46
H23 -20.40 12.68 -9.38
H24 -18.94 11.95 -8.59
H25 -19.18 11.89 -10.30
H26 -19.91 14.39 -7.84
H27 -18.19 14.06 -7.65
H28 -17.73 16.09 -9.10
H29 -18.48 17.88 -7.52
H30 -17.76 16.55 -6.61
H31 -19.53 16.78 -6.69
H32 -19.68 15.96 -10.25
H33 -19.24 17.43 -9.85
C13 -24.01 12.65 -10.72
C14 -24.33 13.26 -9.35
O4 -25.27 14.31 -9.51
H34 -23.54 13.42 -11.35
H35 -24.84 12.31 -11.34
H36 -23.22 11.89 -10.65
H37 -23.42 13.67 -8.90
H38 -24.72 12.50 -8.67
H39 -24.97 14.86 -10.24
C15 -21.16 19.54 -5.08
C16 -20.52 20.48 -4.07
O5 -19.93 19.69 -3.03
H40 -21.91 18.88 -4.66
H41 -20.36 19.03 -5.62
H42 -21.63 20.15 -5.86
H43 -21.25 21.09 -3.52
H44 -19.74 21.10 -4.51
H45 -19.56 20.25 -2.34
C17 -22.69 16.08 -7.30
C18 -22.90 17.52 -7.77
O6 -21.68 18.13 -8.17
H46 -23.58 15.66 -6.82
H47 -21.98 16.11 -6.47
H48 -22.43 15.43 -8.13
H49 -23.45 18.06 -7.00
H50 -23.55 17.45 -8.64
H51 -21.13 17.40 -8.54


No. 3
C18H52BCl2F4O16 | the ωB97M-V functional and the def2-TZVPD basis

Calculated values
**E_HOMO (spin up / spin down)**: -9.52 / -9.52 eV
**2S+1**: 2
**Maximum force**: 3.29 eV/Å
**LUMO energy (spin up / spin down)**: -0.01677 / -0.24997 hartree
**E_tot**: -3265.4782 a.u.
**Orbital gap (spin up / spin down)**: 9.07 / 2.72 eV

CARTESIAN COORDINATES (ANGSTROEM)
B1 -13.49 -11.25 1.40
F1 -13.05 -10.40 0.38
F2 -13.72 -12.50 1.01
F3 -12.61 -11.19 2.50
F4 -14.71 -10.66 1.69
C1 -16.64 -11.92 -1.20
C2 -17.80 -11.71 -2.14
O1 -17.65 -12.49 -3.34
O2 -15.29 -11.53 -1.61
H1 -16.53 -12.97 -0.92
H2 -16.93 -11.40 -0.29
H3 -17.79 -10.64 -2.35
H4 -18.74 -12.01 -1.68
H5 -17.01 -12.04 -3.90
H6 -14.68 -11.72 -0.90
C3 -15.66 -14.43 2.26
C4 -16.63 -15.46 2.82
O3 -16.96 -15.09 4.13
O4 -16.41 -13.22 1.98
H7 -15.24 -14.98 1.42
H8 -14.81 -14.27 2.93
H9 -16.12 -16.41 2.99
H10 -17.45 -15.66 2.13
H11 -17.48 -14.29 4.08
H12 -15.87 -12.68 1.39
C5 -9.79 -10.93 5.36
C6 -10.84 -9.84 5.05
O5 -10.89 -9.63 3.62
O6 -8.49 -10.43 5.45
H13 -9.75 -11.64 4.53
H14 -10.08 -11.35 6.32
H15 -10.58 -8.91 5.56
H16 -11.78 -10.18 5.49
H17 -11.54 -10.25 3.29
H18 -7.90 -10.96 4.89
C7 -17.82 -8.89 0.80
C8 -17.83 -8.74 2.31
O7 -17.26 -9.90 2.90
O8 -16.51 -8.67 0.30
H19 -18.45 -8.08 0.45
H20 -18.34 -9.77 0.42
H21 -18.87 -8.60 2.61
H22 -17.41 -7.84 2.75
H23 -16.34 -9.73 3.13
H24 -15.95 -9.23 0.84
C9 -12.25 -7.32 1.15
C10 -11.90 -6.12 2.10
O9 -10.54 -5.69 1.97
O10 -13.53 -7.83 1.42
H25 -11.54 -8.14 1.21
H26 -12.31 -7.13 0.08
H27 -11.99 -6.50 3.11
H28 -12.62 -5.32 1.96
H29 -10.06 -6.37 2.45
H30 -13.43 -8.66 0.96
C11 -12.63 -14.76 -1.79
C12 -13.00 -13.39 -2.33
O11 -12.32 -13.15 -3.50
O12 -13.26 -15.87 -2.47
H31 -13.07 -14.76 -0.80
H32 -11.55 -14.87 -1.72
H33 -12.72 -12.61 -1.62
H34 -14.08 -13.37 -2.50
H35 -12.51 -13.87 -4.10
H36 -12.77 -16.06 -3.27
C13 -14.98 -11.63 6.49
C14 -14.94 -11.48 4.99
O13 -14.84 -10.18 4.45
O14 -13.74 -11.18 7.06
H37 -15.20 -12.68 6.70
H38 -15.79 -11.01 6.88
H39 -15.79 -12.01 4.55
H40 -14.06 -12.00 4.61
H41 -14.59 -10.32 3.53
H42 -13.74 -10.23 7.13
C15 -10.60 -15.41 4.38
C16 -10.87 -14.36 3.27
O15 -12.06 -13.68 3.61
O16 -10.15 -14.63 5.46
H43 -9.81 -16.05 3.99
H44 -11.45 -16.03 4.66
H45 -11.06 -14.82 2.30
H46 -10.08 -13.61 3.26
H47 -12.36 -13.20 2.84
H48 -10.94 -14.12 5.68
Cl1 -9.93 -9.63 -4.75
C17 -11.43 -9.64 -3.77
C18 -11.11 -10.06 -2.28
Cl2 -9.87 -8.96 -1.65
H49 -12.20 -10.24 -4.24
H50 -11.84 -8.64 -3.65
H51 -10.72 -11.07 -2.26
H52 -12.04 -9.90 -1.74


No. 4
C18H52N2O8 | the ωB97M-V functional and the def2-TZVPD basis

Calculated values
**E_HOMO**: -9.07 eV
**ΔE to the lowest compared entry with this formula, charge and spin**: 0.0000 eV
**Maximum force**: 1.26 eV/Å
**LUMO energy**: -0.00197 hartree
**E_tot**: -1428.4469 a.u.
**SMILES**: NC(N)=O.CC(C)O.CC(C)O.CC(C)O.CC(C)O.CC(C)O.CO.CO
**Orbital gap**: 9.02 eV

CARTESIAN COORDINATES (ANGSTROEM)
N1 -23.73 5.94 -23.13
C1 -24.70 5.03 -22.79
N2 -25.89 5.16 -23.49
O1 -24.55 4.17 -21.91
H1 -23.93 6.66 -23.81
H2 -22.87 5.92 -22.62
H3 -26.67 4.61 -23.18
H4 -26.07 6.00 -24.00
C2 -21.32 3.29 -20.29
C3 -20.27 4.02 -19.46
C4 -19.38 3.08 -18.70
O2 -19.45 4.86 -20.25
H5 -22.19 3.91 -20.49
H6 -21.66 2.37 -19.80
H7 -20.89 3.01 -21.26
H8 -20.83 4.62 -18.72
H9 -18.99 2.31 -19.38
H10 -19.95 2.55 -17.93
H11 -18.54 3.61 -18.25
H12 -20.01 5.30 -20.90
C5 -19.22 7.37 -23.51
C6 -20.45 6.47 -23.45
C7 -20.13 5.02 -23.74
O3 -20.97 6.52 -22.09
H13 -19.49 8.37 -23.16
H14 -18.82 7.45 -24.52
H15 -18.44 7.02 -22.84
H16 -21.24 6.87 -24.10
H17 -19.36 4.68 -23.05
H18 -19.82 4.89 -24.77
H19 -21.00 4.40 -23.54
H20 -20.91 7.43 -21.79
C8 -23.50 0.65 -22.20
C9 -24.94 0.85 -21.72
C10 -25.56 -0.47 -21.28
O4 -24.98 1.76 -20.63
H21 -23.41 -0.24 -22.82
H22 -22.80 0.63 -21.36
H23 -23.22 1.52 -22.79
H24 -25.53 1.29 -22.53
H25 -24.92 -0.96 -20.54
H26 -25.60 -1.12 -22.16
H27 -26.57 -0.32 -20.92
H28 -24.66 2.62 -20.98
C11 -28.54 6.20 -21.55
C12 -28.74 7.03 -22.80
C13 -30.14 6.90 -23.35
O5 -28.53 8.41 -22.51
H29 -28.62 5.13 -21.73
H30 -29.30 6.47 -20.81
H31 -27.56 6.36 -21.08
H32 -28.05 6.70 -23.59
H33 -30.19 7.39 -24.32
H34 -30.84 7.43 -22.69
H35 -30.46 5.86 -23.37
H36 -27.94 8.46 -21.76
C14 -26.33 9.51 -25.51
C15 -24.95 9.03 -25.08
C16 -24.71 9.25 -23.61
O6 -24.77 7.61 -25.36
H37 -26.34 10.59 -25.32
H38 -27.11 9.05 -24.91
H39 -26.52 9.37 -26.57
H40 -24.21 9.59 -25.66
H41 -23.72 8.87 -23.34
H42 -25.43 8.68 -23.01
H43 -24.81 10.29 -23.34
H44 -24.81 7.51 -26.32
C17 -27.99 2.06 -25.97
O7 -27.76 3.36 -25.45
H45 -28.72 1.54 -25.37
H46 -28.37 2.11 -27.00
H47 -27.06 1.48 -26.01
H48 -27.25 3.88 -26.08
C18 -22.86 3.85 -26.01
O8 -22.34 3.88 -27.34
H49 -23.65 3.10 -25.93
H50 -22.05 3.64 -25.33
H51 -23.33 4.80 -25.70
H52 -23.09 3.86 -27.94


No. 5
C18H53CuO17 | the ωB97M-V functional and the def2-TZVPD basis

Calculated values
**E_HOMO (spin up / spin down)**: -12.06 / -12.06 eV
**ΔE to the lowest compared entry with this formula, charge and spin**: 0.0000 eV
**2S+1**: 2
**Maximum force**: 2.15 eV/Å
**Charge**: +1
**LUMO energy (spin up / spin down)**: -0.09391 / -0.20019 hartree
**E_tot**: -3636.7643 a.u.
**Orbital gap (spin up / spin down)**: 9.51 / 6.61 eV

CARTESIAN COORDINATES (ANGSTROEM)
Cu1 -2.93 0.84 -0.41
C1 0.75 -0.07 -0.55
C2 0.23 0.38 0.80
O1 -1.02 1.01 0.65
H1 0.70 0.70 -1.32
H2 0.15 -0.93 -0.83
H3 1.77 -0.46 -0.50
H4 0.86 1.21 1.14
H5 0.17 -0.45 1.51
C3 -4.37 0.57 2.25
C4 -3.47 -0.68 2.09
O2 -3.29 -1.01 0.71
O3 -4.00 1.64 1.37
H6 -4.39 0.97 3.26
H7 -5.39 0.29 1.96
H8 -4.02 -1.47 2.59
H9 -2.53 -0.45 2.59
H10 -3.09 -1.97 0.78
H11 -4.33 2.46 1.74
C5 2.64 0.78 -5.67
C6 2.31 1.65 -4.47
O4 1.99 0.81 -3.36
O5 1.44 0.09 -6.05
H12 3.39 0.03 -5.41
H13 2.97 1.39 -6.52
H14 1.50 2.35 -4.70
H15 3.14 2.26 -4.12
H16 1.13 0.40 -3.48
H17 1.62 -0.31 -6.90
C7 2.54 -2.90 -2.59
C8 2.78 -4.09 -1.66
O6 3.95 -4.78 -2.11
O7 2.57 -3.32 -3.94
H18 3.28 -2.11 -2.44
H19 1.56 -2.48 -2.36
H20 1.94 -4.76 -1.82
H21 2.89 -3.76 -0.62
H22 3.88 -5.67 -1.74
H23 3.42 -3.78 -4.03
C9 -0.77 3.82 2.86
C10 -1.67 2.92 3.71
O8 -1.34 1.54 3.58
O9 -1.14 3.66 1.49
H24 0.28 3.54 2.97
H25 -0.85 4.88 3.08
H26 -2.69 3.07 3.35
H27 -1.54 3.20 4.75
H28 -1.40 1.35 2.63
H29 -0.96 2.76 1.18
C11 1.59 3.70 -0.81
C12 2.34 3.97 0.48
O10 3.72 4.16 0.14
O11 1.47 4.93 -1.62
H30 0.51 3.56 -0.72
H31 2.09 2.95 -1.43
H32 2.17 3.11 1.15
H33 1.86 4.82 0.98
H34 4.11 4.13 1.02
H35 2.34 4.99 -2.04
C13 -1.57 1.99 -2.97
C14 -2.64 2.98 -2.57
O12 -2.83 2.92 -1.14
O13 -1.81 0.69 -2.40
H36 -0.63 2.35 -2.53
H37 -1.49 1.88 -4.05
H38 -3.57 2.76 -3.11
H39 -2.27 3.97 -2.84
H40 -2.53 3.79 -0.87
H41 -1.44 0.03 -3.00
C15 0.77 -2.47 5.74
C16 0.50 -2.52 4.23
O14 0.91 -3.75 3.67
O15 2.16 -2.76 5.92
H42 0.16 -3.21 6.26
H43 0.59 -1.46 6.11
H44 0.96 -1.66 3.74
H45 -0.58 -2.40 4.06
H46 1.86 -3.75 3.54
H47 2.33 -2.95 6.84
C17 -0.47 -4.15 -0.23
C18 -1.98 -4.23 -0.07
O16 -2.42 -3.57 1.12
O17 0.19 -4.84 0.83
H48 -0.12 -3.12 -0.17
H49 -0.14 -4.57 -1.18
H50 -2.31 -5.27 -0.03
H51 -2.41 -3.70 -0.93
H52 -2.21 -4.16 1.86
H53 0.12 -4.24 1.59